No. 1
ORCA calculation (ωB97M-V with the def2-TZVPD basis set) on 2 unconnected molecules or ions with the total composition C2HCl2F3O in a non-equilibrium geometry.

```
! RIJCOSX wB97M-V def2-TZVPD def2/J DEFGRID3
* xyz 0 1
O 1.29381 -1.93793 -1.03331
C 0.94190 -1.33594 -0.09482
F 0.89916 -1.93970 1.12386
C 0.82003 0.16236 0.09283
F -0.12789 0.48104 1.05749
F 0.37585 0.71973 -1.07186
Cl 2.41191 0.70440 0.49797
Cl -3.50827 1.04403 -0.02998
H -3.10651 2.10200 -0.54217
*
```

## Properties
* energy relative to the best compared isomer or geometry (same formula, charge and spin): 3.31 kcal/mol
* molecular weight: 168.93 g/mol
* E_LUMO: -0.00035 Eh
* SMILES string: O=C(F)C(F)(F)Cl.Cl
* orbital gap: 11.87 eV
* electronic energy: -1372.03055 a.u.



No. 2
ORCA calculation (ωB97M-V with the def2-TZVPD basis set) on a molecular structure, C41H90NO37P5 in a non-equilibrium geometry.

```
! RIJCOSX wB97M-V def2-TZVPD def2/J DEFGRID3
* xyz 0 1
C 2.99202 6.65878 4.19178
C 2.77602 5.51536 3.19414
O 2.98774 6.06078 1.91300
C 2.43613 5.36430 0.89459
O 1.79857 4.36015 1.02480
O 2.69798 5.99290 -0.23479
C 2.05554 5.54419 -1.42460
H 4.04728 6.79872 4.42720
H 2.41740 6.51310 5.10634
H 2.64217 7.60709 3.78179
H 1.74500 5.18506 3.33576
H 3.47817 4.70535 3.40285
H 1.10571 5.97467 -1.73314
H 1.88851 4.46504 -1.42261
H 2.80506 5.68650 -2.20303
C -0.17455 -3.46182 -6.52647
C 0.69631 -4.53124 -5.82518
O -0.02373 -5.71095 -5.55450
C -0.44148 -5.92881 -4.30883
O -0.26600 -5.20986 -3.37183
O -0.80720 -7.21442 -4.18902
C -1.17633 -7.64769 -2.90659
H -0.47985 -3.86165 -7.48976
H 0.53556 -2.66122 -6.74748
H -0.92008 -3.13752 -5.80783
H 1.11108 -4.13737 -4.88933
H 1.62383 -4.75219 -6.35882
H -1.78059 -6.89596 -2.39450
H -0.29315 -7.73799 -2.26154
H -1.63214 -8.63262 -2.91668
C -1.69353 -6.86027 1.39531
C -1.50536 -5.45007 1.95224
O -0.08278 -5.41876 2.23256
C 0.36092 -4.36656 2.93598
O -0.37237 -3.58672 3.49010
O 1.66777 -4.35562 2.84202
C 2.39901 -3.33437 3.48480
H -2.64107 -6.98136 0.86719
H -1.72694 -7.60728 2.18646
H -0.85328 -6.98960 0.71567
H -2.07269 -5.30308 2.86771
H -1.68263 -4.68487 1.19794
H 1.95214 -2.34452 3.33410
H 3.33666 -3.30222 2.93535
H 2.52882 -3.32353 4.56746
C -0.13595 -2.58365 -1.24539
C -0.43419 -1.98063 0.12201
O -0.09878 -0.56559 0.09641
C -0.00286 0.04482 1.22337
O -0.36903 -0.34863 2.31393
O 0.42818 1.31151 1.05818
C 0.84861 2.03361 2.17489
H -0.42136 -1.88276 -2.02279
H -0.66072 -3.52028 -1.43288
H 0.92017 -2.84359 -1.30298
H 0.06836 -2.43767 0.96990
H -1.50087 -2.11877 0.30295
H 1.52673 1.51524 2.85940
H 0.03380 2.47431 2.75150
H 1.49160 2.87941 1.91580
C 2.81770 -0.90038 7.63607
C 3.17871 0.19483 6.64661
O 3.69746 -0.51976 5.50528
C 4.06438 0.12219 4.40952
O 3.95670 1.30010 4.18275
O 4.50071 -0.77456 3.53976
C 4.98002 -0.39052 2.25870
H 3.51840 -1.73531 7.64134
H 1.88949 -1.42147 7.39232
H 2.67607 -0.45814 8.62226
H 3.78231 1.06074 6.91490
H 2.25616 0.67157 6.29739
H 4.18251 -0.52947 1.52917
H 5.75582 -1.14789 2.12693
H 5.46570 0.57964 2.17811
C -6.91276 1.69585 -1.12317
C -7.41288 0.45935 -0.69192
C -6.60617 -0.66139 -0.69061
C -5.23575 -0.51949 -0.89627
C -4.70855 0.72501 -1.17910
C -5.54907 1.81635 -1.33989
N -4.39843 -1.71328 -0.75404
O -4.82945 -2.77238 -0.35355
O -3.21543 -1.53174 -1.00311
H -7.50287 2.59103 -1.26736
H -8.45186 0.35923 -0.41189
H -7.17265 -1.50855 -0.32759
H -3.67181 0.90451 -1.42597
H -4.97952 2.69694 -1.60775
C -5.65753 1.12030 6.98862
O -5.65766 0.85747 5.58682
P -4.23586 0.93000 4.84311
O -3.38975 2.10794 5.05109
O -4.66528 0.65363 3.31284
C -3.76621 0.46709 2.25076
O -3.52380 -0.42441 5.28491
C -2.14070 -0.61072 5.04607
H -4.65640 1.19267 7.40674
H -6.21583 0.32265 7.48340
H -6.26155 1.99502 7.23377
H -2.90497 -0.15358 2.53304
H -3.30790 1.36481 1.83385
H -4.21184 -0.16378 1.48572
H -1.56371 -0.70095 5.96526
H -1.69399 0.23963 4.52281
H -1.94631 -1.43210 4.35724
C 4.92461 -0.47293 -6.26459
O 3.70793 -0.73485 -5.56233
P 2.64618 0.46820 -5.35225
O 2.41081 1.27945 -6.56240
O 3.28139 1.15836 -4.07714
C 2.61427 2.04336 -3.15617
O 1.33851 -0.19966 -4.76533
C 1.42722 -1.12992 -3.71286
H 5.05990 -1.22648 -7.04316
H 5.71664 -0.66517 -5.53915
H 4.93541 0.50760 -6.73516
H 2.84152 1.56316 -2.20486
H 1.53554 1.99954 -3.31660
H 2.94773 3.07496 -3.22221
H 1.26579 -0.65417 -2.74095
H 2.37782 -1.64552 -3.58503
H 0.65350 -1.89071 -3.80592
C -2.64659 2.79486 3.59603
O -2.25808 4.01181 2.94535
P -3.30216 4.95483 2.23959
O -4.16485 5.65541 3.17488
O -2.38293 5.91726 1.33792
C -1.36951 5.34399 0.51884
O -4.01954 4.03581 1.11761
C -5.06416 4.56779 0.30238
H -3.65548 2.57531 3.24600
H -2.60686 2.77180 4.68411
H -2.03983 1.92506 3.33697
H -1.22390 4.29203 0.24648
H -0.45679 5.45338 1.11180
H -1.38140 5.85463 -0.44256
H -5.99894 4.63047 0.85252
H -5.01853 4.12827 -0.69105
H -4.77133 5.60383 0.07933
C 5.05248 -4.75177 -0.17232
O 5.38382 -3.49543 -0.78822
P 4.24236 -2.70892 -1.57293
O 3.16631 -2.06479 -0.83279
O 5.00416 -1.69189 -2.57186
C 6.07118 -0.87241 -2.07269
O 3.63626 -3.77117 -2.59144
C 4.35816 -4.36986 -3.64442
H 4.94317 -5.51224 -0.94766
H 4.11219 -4.55392 0.35081
H 5.85110 -5.05431 0.49952
H 6.73566 -0.56899 -2.88170
H 6.68385 -1.49857 -1.42283
H 5.66903 0.03282 -1.62130
H 4.42085 -3.83115 -4.59196
H 3.90957 -5.34082 -3.85296
H 5.40284 -4.54686 -3.36759
C -0.89336 1.96550 -1.29403
O -1.83565 2.46146 -2.24929
P -1.41230 3.50562 -3.36057
O -0.67423 4.66306 -2.84777
O -0.62069 2.59378 -4.35961
C -0.37109 2.96548 -5.69636
O -2.83704 3.85505 -4.01614
C -3.83748 2.86373 -4.27547
H -1.45523 1.94880 -0.35813
H 0.01610 2.54772 -1.14526
H -0.57854 0.92578 -1.40965
H -0.87036 3.86316 -6.08648
H -0.58349 2.09213 -6.30914
H 0.63701 3.33934 -5.91356
H -4.59946 2.85868 -3.50369
H -3.34184 1.88536 -4.27376
H -4.13821 2.93606 -5.31862
*
```

## Properties
* molecular weight: 1344.01 g/mol
* E_LUMO: -0.02575 Eh
* orbital gap: 6.25 eV
* electronic energy: -6161.73457 a.u.



No. 3
ORCA calculation (ωB97M-V with the def2-TZVPD basis set) on a molecular structure, C4H4 in a non-equilibrium geometry.

```
! RIJCOSX wB97M-V def2-TZVPD def2/J DEFGRID3
* xyz 0 1
C 1.21522 -0.16647 -0.15384
C 0.19402 -1.30348 0.18548
C -0.87102 -0.18063 -0.14979
C 0.21933 0.67643 0.28518
H 2.20694 -0.07883 -0.32693
H -1.19584 -0.12896 -1.23938
H -1.85019 -0.30009 0.39390
H 0.08154 1.48203 1.00537
*
```

## Properties
* energy relative to the best compared isomer or geometry (same formula, charge and spin): 63.50 kcal/mol
* molecular weight: 52.08 g/mol
* E_LUMO: 0.02214 Eh
* orbital gap: 9.68 eV
* electronic energy: -154.61928 a.u.



Among the records above, which one has the lowest orbital gap?
C41H90NO37P5



Look up the molecular weight of the third one.
52.08 g/mol